Molecular formula: C25H31N3O2
Method: DFT, the ωB97M-V functional and the def2-TZVPD basis

Last column: Mulliken charge in e.
Geometry (Å):
H1 3.192888 -0.447975 5.451548  0.32
C1 0.730962 -4.252393 -2.258976  1.26
H2 1.509537 3.598353 5.000533  0.32
H3 -0.045881 0.510433 -2.556719  0.41
C2 -0.660741 -4.165548 -2.006413  0.58
C3 0.947273 -1.935369 -1.662444  -0.20
H4 -2.773300 3.832779 -0.975489  0.30
H5 -0.800583 4.632428 -3.168858  0.27
C4 -0.433122 -1.826136 -1.418719  -0.34
H6 1.561469 -1.060610 -1.501402  0.44
H7 3.213008 2.119525 2.923325  0.48
H8 0.681858 1.666200 -0.582318  0.37
C5 -1.816583 4.443404 -2.809515  -0.50
H9 1.776420 2.341756 1.441166  0.27
C6 0.997193 0.740901 2.665046  2.24
H10 0.002303 -0.992152 3.489295  0.30
O1 -3.082950 1.110340 -1.997698  -0.67
C7 -0.478430 -0.750197 1.448859  -1.20
N1 1.629616 1.114616 3.825981  0.32
C8 -1.007566 -6.353356 -2.544173  -0.38
H11 1.454722 1.284281 5.876889  0.37
H12 -0.605164 2.259882 -3.777786  0.33
C9 1.524804 -3.104747 -2.072730  -1.57
H13 2.278117 -5.618472 -2.883854  0.43
C10 -1.776563 4.081730 -1.330153  -0.66
C11 1.222323 -5.505286 -2.679872  -0.61
C12 1.158619 1.459178 1.473201  -0.69
O2 -2.560811 -2.901642 -1.345682  -0.61
H14 2.587801 -3.165697 -2.253510  0.37
C13 -1.675970 2.058027 -3.709084  -0.46
C14 -2.468280 3.365910 -3.675754  -0.70
C15 -0.311046 -0.030368 0.272599  -0.62
N2 -0.926447 0.454737 -2.070421  0.01
C16 2.635207 2.150291 3.850537  -0.95
C17 1.292802 0.528647 5.102282  -0.92
H15 0.697572 -7.526900 -3.143927  0.39
H16 -1.396672 4.917284 -0.745157  0.41
H17 -1.969671 1.481766 -4.590966  0.32
C18 2.136971 -0.707439 5.424290  -1.11
H18 0.230709 0.272090 5.118946  0.49
N3 -1.500804 -5.211138 -2.151931  -0.66
C19 0.160055 -0.384485 2.613488  -0.67
H19 -2.899425 -3.793336 -1.540050  0.43
H20 1.854400 -1.112743 6.392566  0.39
H21 -1.136914 3.221825 -1.150696  -0.09
H22 -1.120477 -1.619368 1.447068  0.46
H23 1.344452 3.786406 3.258021  0.28
H24 1.995706 -1.473982 4.667029  0.29
C20 -1.236279 -2.936341 -1.582144  0.51
C21 0.355038 -6.555282 -2.823132  -0.53
H25 -3.465868 3.144760 -3.291786  0.31
C22 0.525807 1.073147 0.307896  -0.66
C23 2.043959 3.547968 4.054694  -1.08
C24 -1.015037 -0.499572 -0.982352  -0.60
C25 -1.984797 1.178200 -2.503673  0.31
H26 2.835721 4.292865 4.063846  0.38
H27 -2.084246 -0.624796 -0.777270  0.66
H28 -1.716985 -7.164353 -2.648524  0.43
H29 -2.383484 5.369710 -2.931609  0.32
H30 3.327293 1.930165 4.669099  0.39
H31 -2.570508 3.750080 -4.693415  0.36

Force components x, y, z for each atom (eV/Å):
0.113 0.005 0.010
-0.486 -0.010 0.089
-0.058 0.031 0.096
-0.151 0.111 -0.096
0.483 -0.003 -0.081
0.171 -0.347 -0.137
-0.088 -0.053 0.099
0.004 0.074 -0.052
-0.675 -0.322 -0.035
0.116 0.082 0.052
0.040 -0.039 0.096
-0.029 0.057 -0.060
-0.176 -0.095 0.029
0.064 0.095 0.055
-0.038 0.005 -0.207
0.016 -0.046 0.120
-0.339 0.037 0.140
0.054 0.164 -0.113
0.087 0.059 0.185
-0.128 -0.106 -0.007
-0.099 -0.009 -0.048
0.061 -0.042 -0.038
0.162 0.269 0.002
0.075 -0.024 -0.018
0.013 0.155 -0.158
-0.179 -0.135 -0.001
0.194 0.072 0.128
-0.073 0.102 0.024
0.109 0.021 -0.009
-0.438 0.118 0.070
0.208 0.092 -0.040
-0.077 0.166 -0.003
0.369 -0.328 0.219
-0.097 0.302 -0.061
0.103 -0.326 0.052
0.028 -0.068 -0.024
0.056 0.011 0.104
0.075 -0.044 0.021
-0.208 0.221 -0.017
0.041 0.093 0.057
-0.322 0.036 0.065
-0.073 -0.066 0.134
0.069 -0.007 -0.006
0.014 -0.103 0.127
0.085 -0.104 0.124
-0.078 -0.134 0.027
-0.073 0.055 -0.071
0.003 -0.096 -0.062
0.390 0.262 0.005
0.267 0.156 -0.003
-0.039 0.008 -0.089
-0.169 -0.179 -0.058
0.158 -0.249 -0.064
-0.200 -0.117 0.056
0.329 0.164 -0.439
0.058 0.147 0.017
0.227 0.043 -0.045
0.010 -0.116 -0.033
0.071 0.042 -0.037
0.017 -0.036 -0.101
-0.047 -0.053 0.008

Summary:
- multiplicity = 1
- strongest force on any atom (eV Å⁻¹) = 0.748
- SMILES = CCCCC(=O)N[C@H](c1ccc(N(CC)CC)cc1)c1ccc2cccnc2c1O
- frontier orbital gap (Eh) = 0.2776
- DFT total energy (hartree) = -1286.0367

Molecular formula: C25H31N5O5
Method: DFT, the ωB97M-V functional and the def2-TZVPD basis

Last column: Mulliken charge in e.
Geometry (Å):
C1 1.399584 -0.425906 0.355259  0.41
C2 -1.081616 2.318024 1.987665  -1.29
N1 -0.567012 -0.059662 1.845951  0.84
H1 -6.018717 4.566883 4.147053  0.18
H2 3.571147 -3.597193 -3.761734  0.67
H3 2.072141 -0.138824 -3.404284  -0.05
H4 0.668714 1.638674 -0.838184  0.06
H5 -0.724385 -1.514208 -1.908427  0.16
O1 2.960824 -0.410499 -1.318441  -0.38
C3 0.840527 -2.114917 1.888289  0.06
H6 -1.953315 -3.268495 -3.100514  0.78
C4 1.319200 1.628523 -3.717757  1.02
C5 1.894481 -4.299049 2.123823  -0.84
C6 1.507079 -1.635643 0.756722  1.15
N2 0.052329 0.085217 0.793523  -0.86
H7 -0.222128 4.566968 0.899352  0.14
C7 -1.451838 0.843209 2.205891  -0.46
H8 0.400792 0.302116 -5.581785  0.52
H9 -0.940187 -0.932332 -3.939499  0.49
H10 -4.446079 1.234760 3.514758  0.37
H11 3.014092 1.848435 -2.391125  0.54
H12 3.171417 -2.096113 -4.577680  0.24
C8 3.055351 -2.755117 -3.697020  -1.12
H13 -0.631073 5.970790 2.054608  0.47
H14 -5.305682 3.142395 4.775288  0.41
C9 2.557906 -2.557211 0.474213  -0.63
N3 1.379482 1.303654 -1.318195  0.19
O2 -1.114140 -1.715406 3.506719  -0.76
C10 2.656151 -3.823161 0.931129  -0.68
C11 2.047294 2.069276 -2.352155  -0.99
H15 -0.133592 2.342841 1.700221  1.05
H16 -1.893680 -3.706147 -1.575807  0.48
H17 1.264924 -3.479237 -4.804154  0.79
H18 1.579142 -0.972559 -5.620218  0.56
C12 -5.443577 3.547507 3.813819  -0.96
C13 -0.390503 -1.155655 2.333504  0.21
H19 3.143874 -2.299052 -2.673811  0.16
C14 -0.520701 5.120801 1.962417  -0.84
H20 -0.978514 -4.534954 -2.946945  0.28
C15 -2.587311 0.396809 2.662301  -0.39
O3 0.340545 2.206468 -4.187334  -0.72
H21 0.510273 -3.597315 3.437865  0.47
H22 1.941108 -5.222826 2.478667  0.62
C16 0.006885 -1.495634 -4.252730  -0.87
H23 1.904677 3.339843 -2.088356  0.30
O4 -4.158085 3.838477 3.323398  -0.42
C17 -1.940401 3.205019 2.387961  0.54
C18 -1.411310 -3.598963 -2.524240  -1.70
C19 -3.544509 1.668128 3.063660  -0.52
H24 -3.076087 -0.507732 2.603068  0.59
N4 0.728862 -2.132015 -3.366955  1.43
C20 -0.000230 -2.435073 -2.254645  -0.65
H25 -5.957234 3.204363 3.067108  0.44
O5 -1.856687 4.674953 2.489556  -0.39
H26 0.438814 -3.143306 -1.442958  -0.06
H27 0.263026 4.803804 2.599978  0.37
H28 1.452272 -4.014889 -3.090728  0.28
H29 -0.284268 -2.130098 -5.194886  0.31
H30 3.201175 -2.185681 -0.450181  0.13
C21 1.386613 -3.160619 -3.907456  -1.37
C22 -3.018185 2.808845 2.976511  0.88
C23 0.965513 -3.313374 2.540495  -0.40
H31 3.570019 -4.534537 0.835220  0.28
N5 1.630039 0.496041 -4.083940  0.12
C24 2.139792 0.098667 -0.822946  -0.08
C25 1.066152 -0.415434 -5.039790  -1.55

Force components x, y, z for each atom (eV/Å):
-7.615 5.836 0.352
-1.639 -5.682 1.017
1.150 1.474 -2.209
1.768 -1.774 -1.187
2.654 -3.556 -0.470
0.574 1.085 -0.027
-3.916 1.742 2.792
2.617 -2.045 -0.263
11.106 -5.485 -6.491
-5.153 3.881 0.281
-10.022 6.327 -10.676
-3.310 6.616 2.928
-0.931 7.634 -4.658
3.713 -9.335 4.980
8.783 4.852 -9.007
-1.228 2.094 2.359
-1.576 5.578 0.160
0.358 -1.090 -0.429
1.654 -0.791 -0.036
0.117 1.281 -0.313
4.178 -0.899 -0.055
0.869 0.022 0.899
-4.928 3.143 -0.621
-1.340 15.281 0.254
-0.671 -1.808 0.940
1.808 1.399 -4.790
7.182 -4.065 -2.200
3.375 3.496 -6.347
1.547 -3.424 3.813
-5.868 4.182 -0.257
3.806 1.156 -1.462
0.007 -0.343 0.643
-1.413 -1.811 -5.808
4.587 -3.182 -3.697
2.722 4.943 3.887
0.310 -15.349 12.547
-0.049 -0.232 -1.404
0.143 -16.475 -2.861
-0.369 0.454 0.709
-4.817 6.279 1.627
0.492 1.163 -0.064
-1.550 0.540 0.991
0.435 -3.685 1.691
-2.452 5.537 -7.745
0.396 -3.898 -1.166
3.839 1.351 -1.070
3.345 7.715 -0.483
12.517 -4.751 9.177
1.320 -11.000 0.034
-0.163 -2.008 0.261
-0.601 0.343 3.558
-6.366 -2.438 4.278
-3.559 -3.081 -3.574
2.761 -3.277 -1.868
0.031 2.228 -1.237
0.693 -0.556 1.009
-0.863 1.026 -2.142
-0.087 0.674 1.646
-0.899 -1.406 2.470
8.668 -2.906 8.739
-10.574 3.796 3.501
2.401 -2.943 -0.130
-1.532 1.602 -1.067
4.905 -9.880 -0.916
-14.536 9.434 5.241
-8.805 5.013 3.946

Summary:
- multiplicity = 1
- strongest force on any atom (eV Å⁻¹) = 19.827
- SMILES = CCN(CC)CCNC(=O)CNC(=O)c1nn(-c2ccc(OC)c(OC)c2)c(=O)c2ccccc12
- frontier orbital gap (Eh) = 0.2316
- DFT total energy (hartree) = -1620.3477

Quick rundown of relative energy (zero: lowest compared OMol25 entry of this formula, charge and spin), same order as above: 0.615; 28.587 eV